<a>
{"formula": "CH2O3", "method": "ωB97M-V/def2-TZVPD", "lumo_energy_ev": -0.1, "homo_lumo_gap_ev": 11.20, "spin_multiplicity": 1, "smiles": "O=COO", "elements": ["O", "C", "O", "O", "H", "H"], "xyz": [[1.39, 1.39, 0.41], [0.58, 0.50, 0.44], [0.38, -0.36, -0.63], [-0.99, -1.02, -0.27], [-0.06, 0.35, 1.22], [-1.30, -0.86, -1.18]], "lowdin_charge": [0.098, -0.312, 0.000, 0.005, 0.109, 0.100]}

<b>
{"formula": "CH2O3", "method": "ωB97M-V/def2-TZVPD", "lumo_energy_ev": 0.5, "homo_lumo_gap_ev": 11.75, "spin_multiplicity": 1, "smiles": "O=C(O)O", "elements": ["O", "C", "O", "O", "H", "H"], "xyz": [[-1.37, 0.02, 0.15], [-0.17, -0.01, 0.01], [0.66, -1.03, 0.25], [0.60, 0.99, -0.39], [0.17, -1.77, 0.52], [0.10, 1.79, -0.54]], "lowdin_charge": [0.111, -0.666, 0.163, 0.155, 0.107, 0.130]}

<c>
{"formula": "CH2O3", "method": "ωB97M-V/def2-TZVPD", "lumo_energy_ev": [-1.0, -2.1], "homo_lumo_gap_ev": [10.01, 9.60], "spin_multiplicity": 1, "elements": ["C", "O", "O", "O", "H", "H"], "xyz": [[1.41, -0.48, -1.43], [0.49, 0.27, 1.08], [-1.65, -0.56, -0.31], [0.36, -0.52, -1.10], [0.64, 0.91, 2.14], [-1.25, 0.37, -0.37]], "lowdin_charge": [0.032, -0.149, -0.053, -0.049, 0.202, 0.018]}

The structure with the least stability is <c>.

<a>
{"formula": "C22H31N3O2", "method": "ωB97M-V/def2-TZVPD", "lumo_energy_ev": 0.8, "homo_lumo_gap_ev": 8.58, "spin_multiplicity": 1, "smiles": "Cc1cc(C(=O)N2CCN(C(=O)C3=CCC3)[C@H]3CCCC[C@@H]3C2)c(C)n1C", "elements": ["C", "C", "C", "C", "C", "O", "N", "C", "C", "N", "C", "O", "C", "C", "C", "C", "C", "C", "C", "C", "C", "C", "C", "C", "C", "N", "C", "H", "H", "H", "H", "H", "H", "H", "H", "H", "H", "H", "H", "H", "H", "H", "H", "H", "H", "H", "H", "H", "H", "H", "H", "H", "H", "H", "H", "H", "H", "H"], "xyz": [[-3.55, -1.38, -0.28], [-2.23, -0.70, -0.14], [-0.97, -1.23, -0.06], [-0.05, -0.14, 0.04], [1.44, -0.20, 0.11], [2.14, 0.29, -0.76], [1.98, -0.82, 1.21], [3.43, -0.89, 1.32], [4.00, 0.00, 2.45], [3.04, 0.94, 3.00], [2.78, 2.15, 2.41], [1.80, 2.83, 2.70], [3.76, 2.69, 1.42], [4.14, 2.35, 0.19], [5.00, 3.59, 0.01], [4.53, 3.99, 1.45], [2.12, 0.41, 4.02], [1.82, 1.39, 5.15], [0.94, 0.72, 6.21], [-0.35, 0.20, 5.59], [-0.05, -0.78, 4.46], [0.86, -0.18, 3.38], [1.19, -1.26, 2.36], [-0.77, 1.02, 0.00], [-0.32, 2.44, 0.04], [-2.10, 0.67, -0.09], [-3.19, 1.63, -0.17], [-3.39, -2.45, -0.37], [-4.20, -1.20, 0.58], [-4.09, -1.05, -1.17], [-0.73, -2.28, -0.09], [3.73, -1.93, 1.47], [3.82, -0.56, 0.36], [4.33, -0.63, 3.28], [4.87, 0.53, 2.08], [3.87, 1.55, -0.48], [6.08, 3.39, -0.07], [4.71, 4.28, -0.78], [3.90, 4.88, 1.49], [5.31, 4.07, 2.21], [2.67, -0.43, 4.48], [2.77, 1.71, 5.59], [1.32, 2.27, 4.77], [1.48, -0.11, 6.69], [0.72, 1.44, 7.00], [-0.98, -0.28, 6.34], [-0.92, 1.04, 5.19], [0.45, -1.67, 4.89], [-0.97, -1.15, 4.00], [0.32, 0.62, 2.87], [0.26, -1.71, 2.01], [1.77, -2.06, 2.84], [0.77, 2.48, -0.07], [-0.75, 3.02, -0.78], [-0.57, 2.94, 0.98], [-3.01, 2.46, 0.50], [-3.31, 2.02, -1.18], [-4.12, 1.14, 0.13]], "lowdin_charge": [-0.039, -0.280, -0.004, -0.113, -0.378, 0.043, -0.027, -0.105, -0.101, 0.006, -0.383, 0.062, -0.153, -0.014, -0.142, -0.106, -0.236, -0.139, -0.196, -0.195, -0.160, -0.241, -0.099, -0.215, -0.004, -0.062, -0.013, 0.079, 0.077, 0.080, 0.115, 0.122, 0.106, 0.116, 0.115, 0.086, 0.100, 0.102, 0.111, 0.106, 0.150, 0.123, 0.107, 0.112, 0.109, 0.108, 0.118, 0.123, 0.118, 0.151, 0.107, 0.137, 0.073, 0.084, 0.083, 0.091, 0.098, 0.082]}

<b>
{"formula": "C22H31N3O2", "method": "ωB97M-V/def2-TZVPD", "lumo_energy_ev": 0.8, "homo_lumo_gap_ev": 8.54, "spin_multiplicity": 1, "smiles": "Cc1cc(C(=O)N2CCN(C(=O)C3=CCC3)[C@H]3CCCC[C@@H]3C2)c(C)n1C", "elements": ["C", "C", "C", "C", "C", "O", "N", "C", "C", "N", "C", "O", "C", "C", "C", "C", "C", "C", "C", "C", "C", "C", "C", "C", "C", "N", "C", "H", "H", "H", "H", "H", "H", "H", "H", "H", "H", "H", "H", "H", "H", "H", "H", "H", "H", "H", "H", "H", "H", "H", "H", "H", "H", "H", "H", "H", "H", "H"], "xyz": [[-4.46, -2.03, -2.18], [-3.16, -1.31, -2.00], [-1.89, -1.81, -1.87], [-1.01, -0.69, -1.75], [0.47, -0.70, -1.65], [1.16, -0.02, -2.40], [1.03, -1.50, -0.69], [2.48, -1.58, -0.61], [3.05, -0.87, 0.65], [2.16, 0.14, 1.19], [1.87, 1.26, 0.46], [0.83, 1.89, 0.60], [2.86, 1.81, -0.50], [4.03, 1.52, -1.10], [4.02, 2.77, -1.96], [2.65, 3.09, -1.27], [1.16, -0.37, 2.15], [0.79, 0.65, 3.23], [-0.12, 0.02, 4.28], [-1.36, -0.59, 3.64], [-0.98, -1.60, 2.56], [-0.08, -0.98, 1.49], [0.28, -2.03, 0.44], [-1.77, 0.45, -1.81], [-1.38, 1.88, -1.76], [-3.08, 0.06, -1.95], [-4.19, 0.98, -2.06], [-4.26, -3.10, -2.26], [-5.14, -1.88, -1.35], [-4.97, -1.72, -3.10], [-1.63, -2.85, -1.90], [2.79, -2.63, -0.60], [2.87, -1.11, -1.51], [3.24, -1.59, 1.44], [4.01, -0.43, 0.41], [4.74, 0.71, -1.05], [4.82, 3.48, -1.75], [3.95, 2.60, -3.03], [1.79, 3.07, -1.94], [2.63, 4.00, -0.67], [1.68, -1.18, 2.67], [1.72, 1.02, 3.69], [0.29, 1.51, 2.78], [0.43, -0.76, 4.82], [-0.40, 0.77, 5.02], [-1.99, -1.06, 4.39], [-1.96, 0.21, 3.19], [-0.46, -2.44, 3.03], [-1.87, -2.01, 2.08], [-0.63, -0.17, 0.99], [-0.64, -2.49, 0.09], [0.88, -2.82, 0.89], [-0.29, 1.96, -1.81], [-1.81, 2.44, -2.59], [-1.69, 2.36, -0.83], [-4.07, 1.81, -1.36], [-4.28, 1.38, -3.07], [-5.12, 0.46, -1.81]], "lowdin_charge": [-0.039, -0.280, -0.005, -0.107, -0.387, 0.065, -0.030, -0.107, -0.109, 0.009, -0.382, 0.068, -0.142, -0.019, -0.140, -0.111, -0.238, -0.138, -0.196, -0.196, -0.160, -0.243, -0.100, -0.209, -0.007, -0.062, -0.013, 0.079, 0.078, 0.080, 0.115, 0.122, 0.109, 0.118, 0.096, 0.098, 0.102, 0.107, 0.105, 0.114, 0.149, 0.123, 0.109, 0.113, 0.109, 0.108, 0.118, 0.124, 0.118, 0.147, 0.103, 0.138, 0.054, 0.086, 0.087, 0.091, 0.099, 0.082]}

<c>
{"formula": "C22H31N3O2", "method": "ωB97M-V/def2-TZVPD", "lumo_energy_ev": 0.7, "homo_lumo_gap_ev": 9.14, "spin_multiplicity": 1, "elements": ["C", "C", "H", "H", "O", "C", "O", "C", "C", "C", "N", "C", "C", "H", "H", "H", "H", "C", "C", "C", "N", "N", "C", "H", "C", "C", "H", "H", "H", "C", "H", "H", "H", "H", "H", "H", "H", "H", "H", "H", "H", "C", "C", "C", "C", "C", "C", "C", "H", "H", "H", "H", "H", "H", "H", "H", "H", "H"], "xyz": [[4.79, 3.92, 0.49], [3.88, 3.40, 1.62], [4.43, 2.70, 2.39], [3.62, 4.32, 2.16], [2.93, 2.71, 1.05], [2.97, 1.58, 0.94], [3.96, 1.09, 1.07], [1.73, 0.81, 0.46], [0.51, 1.45, 1.16], [0.38, 1.10, 2.56], [0.46, -0.31, 3.08], [1.68, -0.99, 2.28], [1.71, -0.67, 0.48], [2.49, -1.06, 0.34], [0.85, -1.13, 0.13], [1.47, -1.87, 2.32], [2.45, -0.52, 2.48], [-0.81, -0.91, 2.88], [-1.69, -1.22, 1.72], [-1.70, -1.99, 0.77], [-2.52, -1.82, -0.19], [-3.22, -0.46, 0.26], [-2.67, -0.18, 1.34], [-3.00, 0.88, 1.76], [-2.93, -2.81, -1.19], [-3.52, -4.02, -0.85], [-3.78, -4.51, -1.87], [-4.30, -3.97, 0.02], [-2.62, -4.35, -0.38], [-4.26, -1.82, -2.06], [-4.47, -2.50, -2.82], [-4.95, -1.90, -1.39], [-3.96, -0.87, -2.26], [-2.14, -2.63, -2.13], [-1.02, -2.94, 0.56], [-0.67, -2.07, 3.43], [-1.33, -0.68, 3.66], [-0.65, 1.73, 3.15], [1.27, 1.58, 3.15], [0.44, 2.69, 1.21], [-0.63, 1.22, 0.57], [1.66, 1.51, -0.92], [0.67, 0.74, -1.89], [-0.55, 1.40, -2.17], [-1.48, 0.76, -2.78], [-1.49, -0.50, -3.62], [-0.26, -1.08, -3.45], [0.70, -0.56, -2.70], [1.76, -1.21, -2.34], [0.04, -1.95, -3.73], [-2.15, -0.90, -4.12], [-2.52, 1.25, -2.96], [-0.87, 2.07, -1.58], [2.57, 0.99, -1.53], [1.52, 2.40, -1.23], [4.14, 4.60, -0.11], [5.31, 2.96, -0.07], [5.76, 4.53, 0.89]], "lowdin_charge": [-0.070, -0.266, 0.176, 0.128, 0.083, -0.775, 0.206, -0.324, -0.163, -0.242, -0.097, 0.101, 0.044, -0.005, 0.082, 0.002, 0.013, -0.217, -0.234, -0.234, -0.021, 0.144, -0.155, 0.169, -0.348, -0.108, 0.134, 0.143, 0.057, 0.030, 0.033, -0.016, 0.001, 0.175, 0.196, 0.188, 0.038, 0.197, 0.136, 0.186, 0.177, -0.042, -0.101, -0.115, -0.079, 0.006, -0.166, -0.042, 0.174, 0.045, 0.009, 0.135, 0.044, 0.186, 0.054, 0.077, 0.133, 0.119]}

The structure with the least stability is <c>.

<a>
{"formula": "C4H12NO3", "method": "ωB97M-V/def2-TZVPD", "lumo_energy_ev": -3.1, "homo_lumo_gap_ev": 9.60, "total_charge": 1, "spin_multiplicity": 1, "elements": ["C", "C", "C", "C", "N", "O", "O", "O", "H", "H", "H", "H", "H", "H", "H", "H", "H", "H", "H", "H"], "xyz": [[-1.34, 1.24, 1.01], [-1.00, -0.25, 1.38], [1.30, -0.09, -0.41], [-0.59, -1.08, 0.21], [1.08, 0.08, -1.92], [2.38, -0.87, -0.29], [-1.32, -1.06, -0.93], [-0.16, -2.30, 0.55], [-2.46, 1.40, 0.66], [-0.50, 1.78, 0.45], [-1.33, 1.69, 1.99], [-0.17, -0.05, 2.09], [-2.02, -0.57, 1.88], [1.34, 0.80, 0.10], [1.69, -0.52, -2.42], [1.32, 0.99, -2.35], [0.04, -0.25, -2.09], [2.56, -1.35, 0.50], [-2.25, -1.01, -0.68], [0.07, -2.60, 1.48]], "lowdin_charge": [-0.105, -0.183, -0.201, -0.488, 0.219, 0.041, 0.068, 0.068, 0.122, 0.086, 0.059, 0.131, 0.170, 0.084, 0.142, 0.177, 0.192, 0.108, 0.137, 0.176]}

<b>
{"formula": "C4H12NO3", "method": "ωB97M-V/def2-TZVPD", "lumo_energy_ev": -3.3, "homo_lumo_gap_ev": 12.02, "total_charge": 1, "spin_multiplicity": 1, "elements": ["C", "C", "C", "C", "N", "O", "O", "O", "H", "H", "H", "H", "H", "H", "H", "H", "H", "H", "H", "H"], "xyz": [[-1.92, 0.41, 1.47], [2.30, 0.36, -0.86], [-1.15, -0.41, 0.37], [-0.16, 0.31, -0.49], [1.03, -0.22, -0.33], [-0.55, -1.48, 1.09], [-0.53, -0.93, -2.29], [-0.33, 1.45, -1.07], [-2.40, 1.14, 0.86], [-1.22, 1.04, 2.02], [-2.65, -0.17, 2.01], [2.90, 0.64, 0.06], [2.81, -0.33, -1.58], [2.04, 1.30, -1.39], [-1.81, -0.73, -0.39], [0.85, -1.00, 0.28], [-1.08, -1.15, -3.23], [-0.48, -1.11, 1.98], [-0.43, -1.83, -2.01], [-1.30, 1.48, -1.41]], "lowdin_charge": [0.024, 0.022, -0.310, -0.388, 0.081, 0.003, -0.075, 0.180, 0.075, 0.106, 0.105, 0.121, 0.112, 0.099, 0.134, 0.123, 0.208, 0.113, 0.055, 0.210]}

<c>
{"formula": "C4H12NO3", "method": "ωB97M-V/def2-TZVPD", "lumo_energy_ev": -3.8, "homo_lumo_gap_ev": 10.99, "total_charge": 1, "spin_multiplicity": 1, "elements": ["O", "C", "C", "C", "C", "O", "N", "H", "H", "H", "H", "H", "H", "H", "H", "H", "H", "H", "H", "O"], "xyz": [[-0.96, -1.32, 2.07], [-1.18, -0.94, 0.94], [0.04, -0.81, 0.02], [0.70, 0.56, 0.33], [0.69, 1.63, -0.69], [2.05, 0.24, 0.64], [0.96, -1.89, 0.55], [-2.21, -0.67, 0.54], [-0.27, -0.69, -1.08], [0.28, 1.04, 1.21], [1.34, 2.42, -0.54], [0.99, 1.25, -1.76], [-0.34, 2.13, -1.03], [2.30, 0.74, 1.50], [0.58, -2.80, 0.47], [1.14, -1.60, 1.56], [1.94, -1.83, 0.05], [-2.95, 0.85, -0.83], [-2.67, 1.12, -2.35], [-2.44, 0.57, -1.60]], "lowdin_charge": [0.086, -0.166, -0.175, -0.409, -0.051, -0.064, 0.198, 0.148, 0.178, 0.147, 0.057, 0.129, 0.129, 0.176, 0.153, 0.185, 0.230, 0.046, 0.055, -0.050]}

The structure with the least stability is <a>.